A molecular structure, C36H39As2BF4N6O17S3Sn in a non-equilibrium geometry, computed with the ωB97M-V functional and the def2-TZVPD basis.

Last column: Löwdin charge in e.
Atoms and positions in Å:
1 Sn 2.763 12.236 17.209  1.269
2 O 3.012 13.961 19.893  -0.028
3 C 3.193 12.769 20.252  -0.604
4 O 2.924 11.782 19.493  -0.204
5 C 3.572 12.398 21.645  -0.106
6 C 3.049 13.174 22.654  -0.013
7 C 3.254 12.828 23.962  -0.022
8 C 4.246 11.889 24.301  -0.027
9 C 4.903 11.263 23.284  -0.075
10 C 4.509 11.359 21.954  -0.305
11 S 5.480 10.457 20.752  1.250
12 H 2.370 13.999 22.368  0.139
13 H 2.586 13.285 24.707  0.126
14 H 4.533 11.716 25.294  0.105
15 H 5.819 10.716 23.451  0.116
16 C 6.633 17.338 22.900  -0.054
17 O 6.382 17.386 21.516  -0.130
18 C 6.833 18.507 20.849  -0.543
19 O 6.913 19.569 21.379  0.149
20 C 6.999 18.202 19.434  -0.288
21 C 8.000 18.797 18.741  -0.279
22 As 8.148 19.048 16.762  1.364
23 C 10.087 18.516 16.547  -0.261
24 C 7.398 17.254 16.418  -0.342
25 C 6.152 16.901 16.844  -0.321
26 As 5.970 16.628 18.826  1.409
27 C 4.151 17.615 19.028  -0.266
28 C 5.001 16.523 15.967  -0.438
29 O 4.237 15.610 16.265  0.020
30 O 4.866 17.452 14.883  -0.068
31 C 3.706 17.221 14.055  -0.050
32 C 7.954 16.699 15.114  -0.491
33 O 8.468 17.489 14.279  0.024
34 O 7.766 15.382 14.870  -0.082
35 C 9.007 14.563 14.756  -0.003
36 C 9.248 19.321 19.335  -0.463
37 O 9.826 20.242 18.717  -0.013
38 O 9.689 18.715 20.504  -0.058
39 C 11.137 18.853 20.805  0.002
40 H 6.930 16.325 23.125  0.088
41 H 5.758 17.562 23.509  0.087
42 H 7.468 18.032 23.075  0.105
43 H 10.727 19.103 17.172  -0.001
44 H 10.391 18.597 15.482  0.030
45 H 10.216 17.475 16.806  0.025
46 H 4.215 17.879 20.094  0.000
47 H 3.268 16.995 18.828  -0.008
48 H 4.112 18.542 18.419  0.033
49 H 4.107 17.060 13.071  0.079
50 H 2.942 18.013 14.128  0.094
51 H 3.249 16.287 14.494  0.086
52 H 8.669 13.519 14.635  0.078
53 H 9.542 14.670 15.741  0.110
54 H 9.641 14.891 13.896  0.098
55 H 11.670 19.501 20.139  0.071
56 H 11.483 17.816 20.780  0.089
57 H 11.224 19.137 21.911  0.113
58 F 10.123 14.215 20.293  0.075
59 B 8.961 15.015 20.160  -1.260
60 F 9.127 16.121 21.018  0.091
61 F 8.788 15.608 18.841  0.014
62 F 7.869 14.311 20.606  0.104
63 S 0.511 13.337 16.240  0.558
64 C -0.017 14.304 17.542  -1.029
65 N 0.414 14.541 18.802  -0.030
66 C -0.209 15.592 19.645  -0.184
67 C -1.233 16.276 18.736  -0.448
68 S -1.357 15.399 17.179  0.931
69 H 1.270 14.051 19.156  0.096
70 H 0.552 16.284 20.019  0.123
71 H -0.725 15.119 20.544  0.140
72 H -0.913 17.323 18.489  0.093
73 H -2.242 16.322 19.209  0.088
74 N 3.610 11.499 14.824  0.078
75 C 4.409 11.627 13.947  -0.229
76 N 5.021 11.963 12.829  -0.096
77 C 6.156 11.178 12.246  -0.101
78 C 7.216 12.156 11.662  -0.171
79 C 6.598 12.957 10.521  -0.172
80 C 5.156 13.446 10.891  -0.140
81 C 5.002 13.411 12.416  -0.126
82 H 5.676 10.570 11.420  0.141
83 H 6.492 10.543 13.058  0.115
84 H 8.068 11.591 11.277  0.118
85 H 7.689 12.761 12.387  0.080
86 H 6.636 12.427 9.586  0.106
87 H 7.196 13.821 10.432  0.094
88 H 4.445 12.786 10.399  0.111
89 H 4.883 14.481 10.630  0.115
90 H 4.054 13.796 12.814  0.124
91 H 5.766 13.947 13.000  0.126
92 O 0.102 6.803 21.465  0.065
93 N 1.235 7.307 21.498  -0.334
94 O 1.865 7.452 22.528  0.093
95 C 1.819 7.599 20.183  -0.132
96 C 3.085 8.168 20.212  0.111
97 C 3.356 8.996 19.084  -0.126
98 C 2.293 9.194 18.000  -0.186
99 O 1.951 10.247 17.354  -0.167
100 C 1.438 8.052 17.976  -0.047
101 C 1.027 7.343 19.081  0.112
102 N 0.765 7.665 16.705  -0.306
103 O 1.210 8.096 15.634  0.098
104 O -0.153 6.846 16.838  0.066
105 N 4.540 9.688 18.918  -0.139
106 O 4.666 10.284 17.820  -0.076
107 O 5.704 9.109 21.464  -0.437
108 H 3.707 8.111 21.064  0.101
109 H 0.103 6.766 19.102  0.153

Computed properties:
**Electronic energy**: -9307.223754 Ha
**Frontier orbital gap (alpha / beta)**: 3.585 / 3.575 eV
**Molecular weight**: 1279.293 g/mol
**HOMO (alpha / beta)**: -7.667 / -7.667 eV
**Relative energy (zero: lowest compared OMol25 entry of this formula, charge and spin)**: 26.6 kJ/mol


A single C20H19N3O2S molecule in a non-equilibrium geometry, computed with the ωB97M-V functional and the def2-TZVPD basis.

Last column: natural (NBO) charge in e.
Atoms and positions in Å:
1 O -2.038 1.044 3.032  -0.595
2 C -1.361 1.129 2.026  0.654
3 N -0.926 2.349 1.583  -0.613
4 C -0.246 2.671 0.402  0.141
5 C 0.769 3.623 0.444  -0.240
6 C 1.467 3.946 -0.703  -0.185
7 C 1.158 3.331 -1.904  -0.233
8 C 0.124 2.412 -1.957  -0.216
9 C -0.585 2.089 -0.815  -0.191
10 C -0.936 -0.036 1.236  -0.369
11 S -2.101 -1.246 0.773  0.370
12 C -0.797 -2.081 -0.078  0.306
13 N -0.998 -3.260 -0.701  -0.417
14 C -2.317 -3.696 -1.107  -0.233
15 C -2.371 -3.768 -2.651  -0.084
16 O -1.476 -2.842 -3.215  -0.520
17 C -0.125 -3.185 -2.974  -0.079
18 C 0.059 -3.760 -1.555  -0.258
19 N 0.359 -1.512 0.027  -0.539
20 C 0.309 -0.374 0.767  0.166
21 C 1.538 0.380 1.000  0.006
22 C 1.788 0.989 2.227  -0.217
23 C 2.946 1.721 2.414  -0.206
24 C 3.864 1.849 1.386  -0.211
25 C 3.631 1.225 0.171  -0.211
26 C 2.478 0.489 -0.021  -0.190
27 H -1.054 3.099 2.250  0.411
28 H 1.014 4.096 1.384  0.215
29 H 2.260 4.677 -0.656  0.214
30 H 1.712 3.577 -2.797  0.213
31 H -0.141 1.947 -2.895  0.215
32 H -1.405 1.390 -0.869  0.215
33 H -3.055 -2.987 -0.732  0.213
34 H -2.524 -4.681 -0.673  0.200
35 H -2.137 -4.784 -3.000  0.162
36 H -3.362 -3.492 -3.014  0.205
37 H 0.219 -3.914 -3.724  0.168
38 H 0.435 -2.256 -3.092  0.198
39 H 1.016 -3.457 -1.136  0.254
40 H -0.011 -4.851 -1.562  0.196
41 H 1.080 0.877 3.035  0.222
42 H 3.134 2.191 3.369  0.213
43 H 4.765 2.426 1.534  0.212
44 H 4.350 1.315 -0.630  0.213
45 H 2.283 0.000 -0.963  0.225

Computed properties:
**Electronic energy**: -1486.484230 Ha
**Frontier orbital gap**: 8.368 eV
**Molecular weight**: 365.458 g/mol
**SMILES**: O=C(Nc1ccccc1)c1sc(N2CCOCC2)nc1-c1ccccc1
**HOMO**: -7.831 eV
**Relative energy (zero: lowest compared OMol25 entry of this formula, charge and spin)**: 0.0 kJ/mol


A single CH6B2FNO6S molecule in a non-equilibrium geometry, computed with the ωB97M-V functional and the def2-TZVPD basis.

Last column: natural (NBO) charge in e.
Atoms and positions in Å:
1 O 1.823 -2.107 1.045  -0.805
2 S 1.607 -1.248 -0.261  2.239
3 O 1.157 -2.237 -1.357  -0.810
4 F 3.195 -0.653 -0.675  -0.462
5 N 0.495 0.029 0.122  -0.906
6 C -0.812 -0.041 -0.623  -0.634
7 B -1.926 -0.710 0.395  1.175
8 O -3.376 -0.444 0.108  -0.885
9 O -1.508 -1.498 1.574  -0.907
10 B 1.124 1.409 0.110  1.262
11 O 1.638 1.905 1.435  -0.882
12 O 1.238 2.320 -1.046  -0.881
13 H -1.165 1.088 -0.786  0.238
14 H -0.768 -0.516 -1.689  0.280
15 H -3.429 0.019 -0.786  0.486
16 H -1.135 -0.806 2.225  0.500
17 H 0.939 1.583 2.107  0.493
18 H 0.905 1.907 -1.897  0.499

Computed properties:
**Electronic energy**: -1095.724318 Ha
**Frontier orbital gap**: 9.787 eV
**Molecular weight**: 200.749 g/mol
**SMILES**: O=S(=O)(F)N(CB(O)O)B(O)O
**HOMO**: -11.124 eV


A molecular structure, C9H27GaN4O2P in a non-equilibrium geometry, computed with the ωB97M-V functional and the def2-TZVPD basis.

Last column: natural (NBO) charge in e.
Atoms and positions in Å:
1 C 3.188 4.137 1.400  -0.706
2 C 3.118 3.193 0.199  0.697
3 O 2.139 3.264 -0.547  -0.679
4 N 4.188 2.333 0.062  -0.826
5 C 4.592 2.137 -1.336  -0.414
6 Ga 3.822 0.562 0.902  0.704
7 H 2.455 3.841 2.153  0.222
8 H 2.928 5.135 1.044  0.213
9 H 4.186 4.134 1.832  0.218
10 H 5.366 2.868 -1.599  0.166
11 H 3.756 2.207 -2.038  0.194
12 H 5.051 1.152 -1.451  0.194
13 H 3.334 0.778 2.422  -0.332
14 H 5.208 -0.256 0.909  -0.325
15 H 2.747 -0.241 0.027  -0.323
16 O -1.114 -2.197 -1.890  -1.095
17 P -1.701 -1.512 -0.727  2.390
18 N -0.667 -0.324 -0.189  -0.810
19 C -0.812 0.414 1.057  -0.402
20 C -0.043 0.501 -1.231  -0.418
21 N -1.900 -2.733 0.448  -0.807
22 C -1.794 -2.510 1.876  -0.406
23 C -1.372 -4.044 0.087  -0.399
24 N -3.235 -0.821 -0.529  -0.774
25 C -4.357 -1.755 -0.719  -0.417
26 C -3.445 0.338 -1.420  -0.429
27 H -1.637 1.141 1.043  0.164
28 H 0.116 0.960 1.230  0.230
29 H -0.946 -0.236 1.908  0.199
30 H -0.741 1.183 -1.731  0.155
31 H 0.409 -0.129 -1.995  0.228
32 H 0.755 1.099 -0.793  0.249
33 H -0.760 -2.363 2.208  0.187
34 H -2.191 -3.383 2.404  0.183
35 H -2.400 -1.659 2.183  0.204
36 H -0.282 -4.109 0.194  0.184
37 H -1.626 -4.295 -0.938  0.224
38 H -1.828 -4.793 0.742  0.173
39 H -4.369 -2.206 -1.719  0.182
40 H -5.291 -1.208 -0.578  0.186
41 H -4.315 -2.550 0.020  0.222
42 H -3.271 0.102 -2.476  0.188
43 H -2.789 1.157 -1.133  0.214
44 H -4.471 0.690 -1.312  0.193

Computed properties:
**Electronic energy**: -2994.810595 Ha
**Net charge**: -1
**Frontier orbital gap**: 7.378 eV
**Molecular weight**: 324.038 g/mol
**HOMO**: -4.619 eV


2 unconnected molecules or ions with the total composition C3H6N2OS in a non-equilibrium geometry, computed with the ωB97M-V functional and the def2-TZVPD basis.

Last column: natural (NBO) charge in e.
Atoms and positions in Å:
1 C 2.199 -0.493 -1.233  0.357
2 C -0.992 1.481 0.375  -0.816
3 C 0.066 -1.111 0.860  -0.381
4 N 3.329 -0.254 -1.055  -0.369
5 N 0.918 -0.397 -1.192  -0.673
6 O -2.535 -0.737 0.055  -0.946
7 S -1.530 -0.198 0.948  1.270
8 H -0.334 1.971 1.085  0.237
9 H -1.824 2.138 0.205  0.246
10 H -0.475 1.495 -0.546  0.259
11 H 0.769 -0.720 1.609  0.229
12 H 0.021 -2.065 0.522  0.207
13 H 0.386 -1.109 -1.633  0.379

Computed properties:
**Electronic energy**: -700.669068 Ha
**Frontier orbital gap (alpha / beta)**: 6.895 / 7.945 eV
**Molecular weight**: 118.161 g/mol
**HOMO (alpha / beta)**: -8.945 / -9.524 eV
**Relative energy (zero: lowest compared OMol25 entry of this formula, charge and spin)**: 578.0 kJ/mol


A gas-phase ion, C5H13N2 (charge +2) in a non-equilibrium geometry, computed with the ωB97M-V functional and the def2-TZVPD basis.

Last column: natural (NBO) charge in e.
Atoms and positions in Å:
1 C 0.826 1.799 0.927  -0.662
2 C -0.429 1.138 0.411  -0.023
3 C -0.690 -0.368 0.808  -0.521
4 C 0.067 -1.424 -0.007  0.235
5 C 1.299 -1.780 0.047  -0.121
6 N -0.924 -1.683 -1.046  -0.614
7 N -0.394 1.059 -1.109  -0.678
8 H 1.819 1.275 0.653  0.223
9 H 0.965 2.814 0.629  0.269
10 H 0.694 1.769 2.014  0.276
11 H -1.330 1.773 0.749  0.282
12 H -1.736 -0.524 0.972  0.282
13 H -0.406 -0.429 1.854  0.279
14 H 1.954 -1.641 0.876  0.279
15 H 1.601 -2.575 -0.744  0.267
16 H -1.856 -2.169 -0.790  0.475
17 H -0.672 -2.273 -1.803  0.416
18 H -0.623 1.947 -1.561  0.468
19 H -0.811 0.352 -1.564  0.427
20 H 0.648 0.940 -1.314  0.441

Computed properties:
**Electronic energy**: -307.043282 Ha
**Net charge**: +2
**Frontier orbital gap (alpha / beta)**: 12.492 / 7.653 eV
**Molecular weight**: 101.173 g/mol
**Spin multiplicity**: 2
**HOMO (alpha / beta)**: -20.647 / -20.679 eV
**Relative energy (zero: lowest compared OMol25 entry of this formula, charge and spin)**: 322.9 kJ/mol


A single C4H4F2O molecule in a non-equilibrium geometry, computed with the ωB97M-V functional and the def2-TZVPD basis.

Last column: natural (NBO) charge in e.
Atoms and positions in Å:
1 F -0.837 2.507 -0.785  -0.346
2 C 0.446 2.096 -0.593  0.184
3 C 0.665 0.864 -0.272  -0.003
4 O -0.321 0.154 0.121  -0.464
5 C -0.107 -1.201 -0.043  0.002
6 C -0.973 -1.896 0.728  0.164
7 F -0.715 -3.302 0.715  -0.358
8 H 1.195 3.054 -0.901  0.189
9 H 1.656 0.613 0.052  0.184
10 H 0.805 -1.607 -0.554  0.222
11 H -1.815 -1.282 1.531  0.226

Computed properties:
**Electronic energy**: -429.630375 Ha
**Frontier orbital gap**: 9.839 eV
**Molecular weight**: 106.071 g/mol
**SMILES**: F/C=C\O/C=C/F
**HOMO**: -8.858 eV
**Relative energy (zero: lowest compared OMol25 entry of this formula, charge and spin)**: 376.1 kJ/mol


A single C4H9NO2S molecule in a non-equilibrium geometry, computed with the ωB97M-V functional and the def2-TZVPD basis.

Last column: natural (NBO) charge in e.
Atoms and positions in Å:
1 C 1.499 0.382 1.095  -0.691
2 C 1.065 1.056 -0.046  0.081
3 C -1.378 -0.693 0.520  -0.674
4 C -1.003 -0.990 -0.905  -0.637
5 N 0.009 1.910 -0.005  -0.770
6 O 0.565 -2.310 1.393  -0.921
7 O -0.145 -0.509 2.900  -0.948
8 S -0.112 -1.061 1.587  2.092
9 H 2.439 -0.183 1.145  0.255
10 H 1.258 0.833 2.109  0.266
11 H 1.688 0.984 -1.013  0.232
12 H -1.962 0.168 0.788  0.222
13 H -1.758 -0.728 -1.691  0.236
14 H -0.433 -1.866 -0.948  0.241
15 H -0.276 -0.076 -1.020  0.202
16 H -0.210 2.456 -0.798  0.402
17 H -0.504 2.065 0.853  0.411

Computed properties:
**Electronic energy**: -761.084925 Ha
**Frontier orbital gap (alpha / beta)**: 8.001 / 8.002 eV
**Molecular weight**: 135.188 g/mol
**HOMO (alpha / beta)**: -7.989 / -7.990 eV
**Relative energy (zero: lowest compared OMol25 entry of this formula, charge and spin)**: 468.6 kJ/mol